<P>
Below is a structure of composition C6H6N2, with properties calculated with the ωB97M-V functional and the def2-TZVPD basis.

Total charge: 0
HOMO-LUMO gap: 8.81 eV
Lowest unoccupied orbital energy: 0.951 eV

Geometry (Å):
C  1.79  0.59  1.10
C  1.66  0.79  -0.21
C  0.32  0.16  -0.64
C  -1.72  -0.59  -1.11
C  -1.56  -0.94  0.22
C  -0.24  -0.38  0.46
H  2.55  1.22  1.86
H  2.34  1.40  -0.76
H  -0.40  0.10  -2.65
H  -2.52  -0.89  -1.74
H  -2.29  -1.28  1.02
H  -0.07  0.14  2.58
N  -0.55  -0.12  -1.69
N  0.68  -0.20  1.57

---

<Q>
Below is an isolated molecule of C6H6N2, with properties calculated with the ωB97M-V functional and the def2-TZVPD basis.

SMILES string: C=C=NN=C=C=CC
Total charge: 0
HOMO-LUMO gap (spin up / spin down): 8.26 / 8.26 eV
Lowest unoccupied orbital energy (spin up / spin down): -0.476 / -0.476 eV

Geometry (Å):
C  2.01  0.31  -1.54
C  2.34  0.54  -0.27
N  2.57  0.75  0.93
N  1.78  0.39  1.96
C  0.57  0.51  1.68
C  -0.35  0.63  0.83
C  -1.11  -0.06  -0.01
C  -2.39  -0.73  0.27
H  2.40  -0.51  -2.04
H  1.32  0.92  -1.90
H  -0.94  0.22  -1.08
H  -2.27  -1.39  1.20
H  -2.59  -1.42  -0.54
H  -3.35  -0.18  0.53

---

Energy relative to the most stable one, in eV: <P> 0.000; <Q> 3.594

---

<P>
Below is the ion C5H10N3O2 with charge +1, with properties calculated with the ωB97M-V functional and the def2-TZVPD basis.

SMILES string: N[C@]1([NH3+])CO[C@@H]2CC(=O)N21
Total charge: +1
HOMO-LUMO gap: 10.65 eV
Lowest unoccupied orbital energy: -3.663 eV

Geometry (Å):
N  0.53  -1.90  0.37
C  0.52  -0.51  0.07
N  1.60  -0.30  -0.90
C  0.52  0.58  1.08
O  -0.05  1.76  0.48
C  -1.07  1.18  -0.41
C  -2.41  0.75  0.20
C  -2.01  -0.64  -0.23
O  -2.43  -1.73  -0.28
N  -0.80  -0.18  -0.82
H  -0.33  -2.17  0.73
H  1.32  -2.11  0.97
H  1.50  0.66  -1.38
H  1.33  -1.02  -1.47
H  2.56  -0.33  -0.57
H  -0.02  0.18  1.97
H  1.59  0.84  1.19
H  -1.10  2.00  -1.18
H  -3.31  1.26  -0.15
H  -2.39  0.87  1.32

---

<Q>
Below is the ion C5H10N3O2 with charge +1, with properties calculated with the ωB97M-V functional and the def2-TZVPD basis.

SMILES string: C[N@H+]1[C@H](C=O)NN[C@]12CO2
Total charge: +1
HOMO-LUMO gap: 10.58 eV
Lowest unoccupied orbital energy: -3.788 eV

Geometry (Å):
C  -0.37  -1.60  -1.15
N  0.12  -0.57  -0.13
C  1.21  0.37  -0.61
C  2.30  0.31  0.47
O  2.24  -0.43  1.40
N  0.52  1.68  -0.57
N  -0.89  1.47  -0.46
C  -1.12  0.25  0.27
C  -1.76  0.15  1.63
O  -2.31  -0.37  0.33
H  -0.93  -1.09  -1.82
H  0.58  -2.06  -1.44
H  -1.05  -2.44  -0.83
H  0.61  -0.91  0.74
H  1.70  0.00  -1.54
H  3.11  0.97  0.50
H  0.85  2.28  0.21
H  -1.34  1.56  -1.38
H  -1.43  -0.66  2.26
H  -2.03  1.09  2.11

---

Energy relative to the most stable one, in eV: <P> 0.000; <Q> 1.894